(1)
{"formula": "C22H31Cl18NO3S", "method": "ωB97M-V/def2-TZVPD", "symbols": ["C", "C", "C", "C", "C", "C", "C", "C", "C", "C", "C", "C", "C", "C", "C", "N", "O", "S", "O", "O", "C", "H", "H", "H", "H", "H", "H", "H", "H", "H", "H", "H", "H", "H", "H", "H", "H", "H", "H", "H", "H", "H", "H", "H", "H", "H", "Cl", "C", "Cl", "Cl", "H", "Cl", "C", "Cl", "Cl", "H", "Cl", "C", "Cl", "Cl", "H", "Cl", "C", "Cl", "Cl", "H", "Cl", "C", "Cl", "Cl", "H", "Cl", "C", "Cl", "Cl", "H"], "positions_angstrom": [[8.3480, 0.6803, 2.0745], [7.2709, 0.4868, 0.9465], [7.2615, -0.7912, 0.2412], [6.2786, -0.9464, -0.8424], [5.3669, 0.1486, -1.1712], [5.3801, 1.3940, -0.4157], [4.3248, 2.4848, -0.8407], [2.8745, 2.1830, -0.3079], [2.1758, 3.5595, 0.1298], [0.7632, 3.2033, 0.7201], [-0.1965, 2.4413, -0.2696], [-1.5914, 2.2781, 0.4629], [-2.2136, 0.8245, 0.3466], [-3.7383, 0.9345, 0.7475], [-4.6621, -0.2613, 0.2544], [-4.1212, -1.0639, -0.8725], [0.3302, 1.1891, -0.7614], [1.7620, 1.4436, -1.5538], [2.1986, 0.1532, -2.0515], [1.5222, 2.3920, -2.6360], [6.3415, 1.5806, 0.6612], [9.0670, -0.1829, 2.0418], [8.9218, 1.6102, 1.7921], [7.8951, 0.8124, 3.0862], [7.9661, -1.6042, 0.5144], [6.2613, -1.9032, -1.4124], [4.6731, -0.0337, -2.0235], [4.6695, 3.4303, -0.3327], [4.3630, 2.6348, -1.9551], [2.9269, 1.5072, 0.5926], [2.0738, 4.1416, -0.8316], [2.8300, 4.0800, 0.8706], [0.2670, 4.1343, 1.1033], [0.9148, 2.5283, 1.6093], [-0.3831, 3.1458, -1.1319], [-2.3308, 3.0168, 0.0401], [-1.4756, 2.5476, 1.5471], [-2.0316, 0.4037, -0.6699], [-1.7041, 0.1776, 1.1194], [-4.1240, 1.9250, 0.3914], [-3.7809, 0.9547, 1.8739], [-4.8889, -0.9304, 1.1187], [-5.6258, 0.2120, -0.1164], [-3.3000, -1.5481, -0.4990], [-3.7754, -0.4223, -1.5902], [6.3560, 2.5374, 1.2372], [-5.9561, -1.4182, 3.2575], [-4.6763, -2.5527, 3.7008], [-3.1051, -1.9665, 3.1427], [-4.6566, -2.8151, 5.4497], [-4.8782, -3.5024, 3.2154], [-5.5356, -3.6063, -4.7160], [-4.9331, -3.7246, -3.0552], [-6.0683, -4.6253, -2.0414], [-3.3367, -4.4830, -3.0254], [-4.8397, -2.7191, -2.6500], [8.5312, -4.2746, -0.2037], [7.1673, -5.3024, -0.6603], [6.9075, -6.5629, 0.5500], [5.7019, -4.3384, -0.8796], [7.4043, -5.7809, -1.6051], [-7.9208, 2.0859, -3.2924], [-7.9005, 0.6376, -2.2739], [-6.5042, -0.3672, -2.6444], [-7.8982, 1.0756, -0.5610], [-8.7990, 0.0649, -2.4803], [-5.3408, 1.2739, -5.2823], [-4.1507, 0.0436, -5.7128], [-3.2039, -0.4293, -4.2926], [-4.9440, -1.3650, -6.4140], [-3.4727, 0.4623, -6.4495], [-1.9210, 0.7283, 6.1031], [-1.9023, -0.7213, 7.1146], [-0.4975, -1.7246, 6.7377], [-1.9137, -0.2844, 8.8272], [-2.7981, -1.2973, 6.9038]], "lowdin_charge": [-0.077, -0.245, -0.045, -0.075, -0.034, -0.200, -0.128, -0.311, -0.166, -0.154, -0.345, -0.136, -0.191, -0.182, -0.301, -0.044, -0.209, 0.704, -0.283, -0.284, -0.003, 0.073, 0.081, 0.077, 0.056, 0.032, 0.099, 0.115, 0.136, 0.152, 0.127, 0.121, 0.129, 0.131, 0.150, 0.119, 0.116, 0.098, 0.112, 0.101, 0.100, 0.009, 0.012, 0.074, 0.003, 0.114, 0.572, -1.503, 0.553, 0.549, 0.021, 0.474, -1.558, 0.516, 0.521, -0.062, 0.541, -1.526, 0.525, 0.564, 0.014, 0.515, -1.492, 0.572, 0.562, 0.020, 0.500, -1.503, 0.546, 0.494, 0.017, 0.507, -1.562, 0.517, 0.522, -0.044], "smiles": "Cc1cccc(C[C@H]2CC[C@H](CCCCN)OS2(=O)=O)c1.ClC(Cl)Cl.ClC(Cl)Cl.ClC(Cl)Cl.ClC(Cl)Cl.ClC(Cl)Cl.ClC(Cl)Cl", "largest_force_ev_per_a": 3.3, "e_tot_ev": -267185.742, "gap_ha": 0.3316}



(2)
{"formula": "C22H31Cl3GaN3O3", "method": "ωB97M-V/def2-TZVPD", "symbols": ["O", "C", "C", "C", "H", "C", "H", "C", "H", "C", "H", "C", "H", "H", "C", "C", "H", "H", "H", "C", "C", "H", "H", "H", "H", "Ga", "Cl", "Cl", "C", "O", "N", "C", "C", "H", "H", "H", "H", "H", "H", "H", "H", "H", "C", "C", "N", "H", "C", "O", "H", "H", "H", "H", "Cl", "C", "C", "C", "C", "N", "C", "H", "H", "H", "H"], "positions_angstrom": [[-1.5990, 0.6016, 1.1958], [-2.5813, -0.2136, 1.6214], [-2.4766, -0.5328, 3.1088], [-1.2716, -0.4301, 3.8033], [-0.3746, -0.1491, 3.2650], [-1.2123, -0.7163, 5.1712], [-0.2532, -0.6257, 5.6906], [-2.3659, -1.1211, 5.8526], [-2.3203, -1.3541, 6.9189], [-3.5772, -1.2309, 5.1525], [-4.4854, -1.5585, 5.6695], [-3.6348, -0.9241, 3.7908], [-4.5609, -0.9944, 3.2287], [-3.5778, 0.2478, 1.4418], [-3.4093, -1.4375, -0.5851], [-2.6431, -1.5655, 0.6893], [-3.9727, -2.3508, -0.8191], [-2.7213, -1.2515, -1.4137], [-4.1236, -0.6124, -0.5187], [-2.2123, -2.7271, 1.2240], [-2.3383, -4.0749, 0.5871], [-1.7627, -2.7430, 2.2203], [-3.0036, -4.7402, 1.1596], [-1.3569, -4.5614, 0.5787], [-2.7095, -4.0369, -0.4396], [-0.2118, -0.4999, -0.2111], [1.1246, -0.9198, 1.4878], [-0.3423, -2.3648, -1.4026], [2.5037, -0.9667, -1.4557], [1.6322, -0.0653, -1.5357], [3.4367, -1.2140, -2.3826], [3.5893, -0.3760, -3.5631], [4.2932, -2.3933, -2.3048], [2.5269, -1.6419, -0.5878], [2.8421, 0.4167, -3.5350], [3.4696, -0.9869, -4.4674], [4.6006, 0.0508, -3.5837], [4.0625, -2.9341, -1.3813], [5.3517, -2.1022, -2.3045], [4.1219, -3.0533, -3.1670], [-1.8638, 2.0955, -4.5127], [-2.8582, 4.1512, -3.1105], [-2.4467, 1.5010, -3.7976], [-3.2339, 3.4078, -2.3969], [-2.4672, 2.1648, -2.4953], [-2.0050, 0.5080, -3.6824], [-1.7546, 1.6963, -1.4776], [-1.0390, 0.6431, -1.5962], [-3.1491, 3.8005, -1.3826], [-1.8126, 2.2501, -0.5271], [-3.4725, 1.4313, -4.1729], [-4.2895, 3.2227, -2.6301], [1.1597, 4.2478, 3.4686], [1.1921, 3.7327, 1.8379], [1.6454, 4.5780, 0.8230], [1.6644, 4.0910, -0.4865], [1.2127, 2.7868, -0.7171], [0.7431, 2.0175, 0.2545], [0.7536, 2.4312, 1.5145], [1.9720, 5.5826, 1.0728], [2.0082, 4.6820, -1.3307], [1.2456, 2.3592, -1.7222], [0.4160, 1.7527, 2.2804]], "lowdin_charge": [-0.248, -0.412, -0.188, -0.057, 0.021, -0.081, 0.101, -0.107, 0.094, -0.095, 0.096, -0.046, 0.111, 0.129, -0.086, -0.285, 0.082, 0.022, 0.080, -0.150, -0.121, 0.117, 0.080, 0.068, 0.054, -0.088, 0.329, 0.332, -0.329, -0.121, -0.173, -0.027, -0.036, 0.083, 0.085, 0.095, 0.094, 0.095, 0.092, 0.095, 0.100, 0.095, -0.009, -0.025, -0.153, 0.097, -0.200, -0.089, 0.095, 0.150, 0.096, 0.096, 0.697, -0.652, -0.090, -0.051, -0.143, 0.033, -0.143, 0.105, 0.102, 0.107, 0.078], "largest_force_ev_per_a": 3.1, "e_tot_ev": -123875.985, "gap_ha": 0.2912}



(3)
{"formula": "C22H31FeO3P3Se2Te3", "method": "ωB97M-V/def2-TZVPD", "symbols": ["Fe", "Se", "Te", "Te", "Se", "C", "P", "C", "C", "C", "C", "C", "C", "C", "P", "C", "C", "H", "H", "H", "H", "H", "H", "H", "H", "H", "H", "H", "H", "H", "H", "H", "H", "C", "C", "C", "C", "C", "C", "C", "C", "H", "H", "H", "H", "H", "C", "C", "O", "P", "O", "Te", "O", "C", "C", "H", "H", "H", "H", "H", "H", "H", "H", "H", "H"], "positions_angstrom": [[0.0098, -0.3486, 0.5049], [-0.7060, -1.9160, 2.2313], [-2.2144, -3.7583, 1.6208], [1.2080, -2.8087, -3.0612], [-0.1999, -1.8299, -1.3211], [2.3708, 2.3860, -0.4548], [0.6974, 1.7038, -0.6915], [1.1556, 1.0837, -2.4362], [-0.0841, 2.8626, 0.9839], [0.4011, 4.0578, 1.5204], [-0.3877, 4.8965, 2.2990], [-1.7087, 4.5617, 2.5650], [-2.2198, 3.3722, 2.0636], [-1.4173, 2.5377, 1.2882], [-1.9736, 0.8937, 0.7321], [-3.2421, 0.4274, 1.9505], [-3.0299, 1.0373, -0.7468], [2.4865, 3.2750, -1.0791], [3.0800, 1.6277, -0.7831], [2.5501, 2.6420, 0.5816], [1.5789, 1.9024, -3.0316], [0.2624, 0.7133, -2.9427], [1.8720, 0.2606, -2.3823], [1.4226, 4.3676, 1.3089], [0.0257, 5.8176, 2.7000], [-2.3325, 5.2136, 3.1663], [-3.2461, 3.1038, 2.2911], [-4.0733, 1.1362, 1.9489], [-2.7958, 0.3693, 2.9430], [-3.6098, -0.5675, 1.6946], [-3.8140, 1.7843, -0.5980], [-3.4840, 0.0564, -0.9032], [-2.4343, 1.2885, -1.6214], [-0.3397, 2.9268, -1.5085], [-1.0168, 3.7642, -2.0590], [-1.8291, 4.7745, -2.6541], [-1.2849, 5.7122, -3.5377], [-2.0809, 6.6980, -4.0977], [-3.4347, 6.7649, -3.7959], [-3.9864, 5.8332, -2.9263], [-3.1948, 4.8493, -2.3582], [-0.2313, 5.6521, -3.7765], [-1.6419, 7.4160, -4.7800], [-4.0541, 7.5374, -4.2349], [-5.0423, 5.8726, -2.6872], [-3.6173, 4.1247, -1.6745], [4.5769, 2.2667, 2.2338], [3.3540, 2.2063, 3.1246], [3.2118, 0.8829, 3.6431], [1.9766, -0.0363, 3.1382], [1.8321, 0.0759, 1.6399], [2.3362, -2.0958, 4.2267], [0.6849, 0.7794, 3.6770], [0.3556, 0.8357, 5.0600], [-0.5101, 2.0601, 5.2695], [4.7060, 3.2702, 1.8202], [4.4671, 1.5612, 1.4112], [5.4697, 2.0013, 2.8024], [2.4481, 2.5034, 2.5921], [3.4649, 2.8747, 3.9839], [1.2684, 0.8795, 5.6620], [-0.1718, -0.0845, 5.3256], [-0.0145, 2.9484, 4.8739], [-0.7099, 2.2079, 6.3337], [-1.4607, 1.9534, 4.7452]], "lowdin_charge": [-0.356, -0.189, 0.001, -0.047, -0.201, -0.244, 0.729, -0.351, -0.267, -0.125, -0.115, -0.125, -0.117, -0.390, 0.835, -0.294, -0.244, 0.053, 0.050, -0.011, 0.024, 0.003, -0.022, 0.085, 0.087, 0.086, 0.084, 0.031, 0.029, 0.014, 0.035, 0.046, 0.024, -0.153, -0.020, -0.233, -0.042, -0.106, -0.119, -0.099, -0.032, 0.111, 0.093, 0.089, 0.095, 0.104, -0.087, -0.298, -0.333, 0.022, -0.437, 0.260, -0.336, -0.328, -0.072, 0.073, 0.070, 0.072, 0.075, 0.115, 0.100, 0.097, 0.071, 0.068, 0.064], "largest_force_ev_per_a": 1.3, "e_tot_ev": -244287.410, "spin_multiplicity": 5, "s_squared": 6.122, "total_charge": -2, "gap_ha": [0.1938, 0.1925]}